w:
C4H7FN2O in the gas phase, computed with the ωB97M-V functional and the def2-TZVPD basis.

Summary:
SMILES: CN(/C=N\O)/C=C/F
Molar mass: 118.1 g mol⁻¹
Orbital gap: 0.33616 Eh

```
! RIJCOSX wB97M-V def2-TZVPD def2/J DEFGRID3
* xyz 0 1
C 0.75 1.44 0.00
C -1.45 0.24 0.17
C -2.33 -0.64 -0.35
C 0.59 -0.96 0.61
H 1.32 1.50 -1.03
H 1.53 1.53 0.94
H -0.04 2.13 0.30
H -1.90 1.14 0.50
H -2.08 -1.71 -0.53
H 0.16 -1.81 1.30
H 3.05 -0.81 -1.12
N -0.05 0.13 0.15
N 1.77 -1.38 0.15
O 2.34 -0.37 -0.75
F -3.64 -0.44 -0.32
*
```

***

x:
C4H7FN2O in the gas phase, computed with the ωB97M-V functional and the def2-TZVPD basis.

Summary:
SMILES: CN/C=C(\F)C(N)=O
Molar mass: 118.1 g mol⁻¹
Orbital gap: 0.32559 Eh

```
! RIJCOSX wB97M-V def2-TZVPD def2/J DEFGRID3
* xyz 0 1
C 0.18 2.42 -0.22
C 0.99 0.08 0.05
C -0.17 -0.59 0.00
C -0.23 -2.02 0.40
H 0.71 3.37 -0.09
H -0.28 2.40 -1.20
H -0.67 2.33 0.50
H 2.10 1.71 -0.31
H 1.95 -0.47 0.23
H -1.54 -3.54 0.26
H -2.08 -2.05 -0.42
N 1.16 1.40 -0.17
N -1.49 -2.52 0.28
O 0.71 -2.63 0.86
F -1.34 0.08 -0.17
*
```

***

Which one sits at the bottom of the stability order? w does.

***

w:
A molecular structure, C24H19Cl5GeOPPtS, computed with the ωB97M-V functional and the def2-TZVPD basis.

Summary:
Molar mass: 831.4 g mol⁻¹
Expectation value of S²: 8.787
Orbital gap (alpha / beta): 0.32273 / 0.21646 Eh

```
! RIJCOSX wB97M-V def2-TZVPD def2/J DEFGRID3
* xyz 2 6
Pt 0.60 -0.10 -0.04
Cl -1.70 0.55 1.51
C -0.98 1.40 2.83
C -1.81 2.11 3.68
C -1.27 2.77 4.77
C 0.09 2.74 5.01
C 0.93 2.03 4.16
Cl 2.61 1.98 4.46
C 0.40 1.33 3.04
S 1.49 0.40 2.08
H -2.87 2.14 3.48
H -1.91 3.32 5.45
H 0.51 3.25 5.86
C 1.99 4.52 0.65
C 2.16 3.50 -0.28
C 1.06 2.84 -0.81
C -0.22 3.24 -0.41
C -0.39 4.27 0.52
C 0.72 4.92 1.03
P -1.70 2.39 -0.98
C -2.94 3.53 -1.62
C -4.26 3.06 -1.74
C -5.24 3.91 -2.20
C -4.92 5.22 -2.54
C -3.62 5.68 -2.42
C -2.62 4.85 -1.94
C -1.26 1.14 -2.21
C -1.63 1.29 -3.55
C -1.28 0.29 -4.45
C -0.62 -0.85 -4.01
C -0.26 -0.99 -2.68
C -0.54 0.02 -1.77
H 2.86 5.02 1.05
H 3.15 3.22 -0.60
H 1.21 2.12 -1.60
H -1.38 4.57 0.81
H 0.59 5.73 1.72
H -4.50 2.05 -1.46
H -6.26 3.57 -2.28
H -5.69 5.90 -2.87
H -3.37 6.69 -2.70
H -1.61 5.20 -1.85
H -2.14 2.18 -3.88
H -1.53 0.39 -5.49
H -0.40 -1.64 -4.70
H 0.25 -1.89 -2.35
Cl 2.84 -1.14 -0.60
Ge 2.21 -3.33 -0.10
Cl 3.69 -4.43 -1.23
Cl 2.65 -3.39 2.03
O -0.49 -2.50 0.59
H -0.60 -2.70 1.53
H -1.30 -2.77 0.15
*
```

***

x:
A molecular structure, C24H19Cl5GeOPPtS, computed with the ωB97M-V functional and the def2-TZVPD basis.

Summary:
Molar mass: 831.4 g mol⁻¹
Expectation value of S²: 8.804
Orbital gap (alpha / beta): 0.30869 / 0.20605 Eh

```
! RIJCOSX wB97M-V def2-TZVPD def2/J DEFGRID3
* xyz 2 6
Pt -0.06 -0.04 0.18
Cl 0.17 0.05 2.72
C 1.89 0.06 3.08
C 2.24 0.07 4.40
C 3.60 0.07 4.73
C 4.58 0.05 3.76
C 4.22 0.04 2.42
Cl 5.46 0.00 1.25
C 2.85 0.06 2.02
S 2.46 0.07 0.39
H 1.48 0.08 5.17
H 3.89 0.08 5.78
H 5.63 0.05 4.02
C -4.68 -0.35 -2.50
C -4.24 0.93 -2.83
C -2.88 1.19 -2.92
C -1.97 0.15 -2.71
C -2.41 -1.13 -2.39
C -3.77 -1.38 -2.29
P -0.22 0.53 -2.86
C 0.24 0.66 -4.54
C -0.57 0.08 -5.54
C -0.17 0.15 -6.86
C 1.04 0.76 -7.19
C 1.87 1.30 -6.20
C 1.48 1.24 -4.88
C 0.06 2.03 -1.95
C 0.28 3.29 -2.53
C 0.37 4.40 -1.71
C 0.27 4.26 -0.33
C 0.08 3.01 0.26
C -0.02 1.91 -0.55
H -5.74 -0.55 -2.42
H -4.95 1.72 -3.02
H -2.54 2.19 -3.18
H -1.71 -1.94 -2.25
H -4.12 -2.38 -2.05
H -1.51 -0.39 -5.29
H -0.79 -0.26 -7.64
H 1.36 0.80 -8.23
H 2.81 1.76 -6.47
H 2.13 1.63 -4.11
H 0.33 3.39 -3.61
H 0.51 5.38 -2.15
H 0.35 5.14 0.30
H 0.02 2.93 1.34
Cl 1.88 -3.24 1.28
Ge 0.26 -2.58 0.10
Cl -1.57 -3.12 1.06
Cl 0.38 -3.48 -1.82
O -2.50 0.24 0.90
H -3.03 -0.43 1.35
H -3.06 1.03 0.84
*
```

***

Which one sits at the bottom of the stability order? w does.

***

w:
2 unconnected molecules or ions with the total composition C2H10NS2, computed with the ωB97M-V functional and the def2-TZVPD basis.

Summary:
Molar mass: 112.2 g mol⁻¹
Orbital gap: 0.32661 Eh

```
! RIJCOSX wB97M-V def2-TZVPD def2/J DEFGRID3
* xyz 1 1
C -1.94 -2.08 -0.37
N -0.93 -1.26 -1.19
H -2.65 -2.52 -1.08
H -2.38 -1.34 0.28
H -1.30 -2.71 0.18
H -0.50 -1.84 -2.08
H -1.35 -0.44 -1.46
H -0.04 -0.91 -0.66
C 1.58 2.76 1.13
S 0.31 1.38 0.98
S 1.48 -0.35 0.67
H 2.20 2.59 0.35
H 1.06 3.72 1.13
H 2.09 2.55 2.05
H 2.39 0.45 0.07
*
```

***

x:
2 unconnected molecules or ions with the total composition C2H10NS2, computed with the ωB97M-V functional and the def2-TZVPD basis.

Summary:
Molar mass: 112.2 g mol⁻¹
Orbital gap: 0.32766 Eh

```
! RIJCOSX wB97M-V def2-TZVPD def2/J DEFGRID3
* xyz 1 1
C 0.01 1.45 1.87
N -0.59 0.09 1.82
H -0.42 1.93 2.70
H 1.02 1.77 1.83
H -0.32 2.10 0.93
H -0.05 -0.49 2.50
H -0.34 -0.27 0.91
H -1.61 0.15 1.95
C 0.81 -0.23 -2.42
S -0.94 -0.73 -2.19
S -0.48 -2.10 -0.64
H 1.14 0.66 -1.98
H 0.87 0.06 -3.55
H 1.45 -1.12 -2.29
H -0.55 -3.28 -1.45
*
```

***

Which one sits at the bottom of the stability order? x does.

***

w:
A molecular structure, C33H58N3O15PS6, computed with the ωB97M-V functional and the def2-TZVPD basis.

Summary:
Molar mass: 960.2 g mol⁻¹
Orbital gap: 0.29379 Eh

```
! RIJCOSX wB97M-V def2-TZVPD def2/J DEFGRID3
* xyz 0 1
O 1.06 -4.06 1.23
S 0.78 -3.64 -0.10
O -0.58 -3.64 -0.49
O 1.64 -4.60 -1.11
C 2.71 -3.77 -1.59
P 3.90 -4.50 -2.80
O 3.67 -6.07 -2.69
O 5.32 -4.31 -2.09
S 3.82 -3.83 -4.58
C 2.21 -2.36 -1.71
C 1.15 -2.02 -2.81
C 0.47 -3.17 -3.58
C -0.77 -2.56 -4.31
S -2.30 -2.80 -3.39
C -2.62 -1.28 -2.63
S -1.89 0.15 -2.94
N -3.65 -1.46 -1.68
C -3.20 -1.34 -0.30
C -4.29 -2.04 0.56
O -5.47 -2.19 -0.18
C -5.87 -0.99 -0.82
C -4.76 -0.52 -1.82
C 3.36 -1.36 -1.85
C 3.09 -0.01 -1.15
C 2.28 1.00 -1.98
S 3.10 2.60 -2.27
C 2.47 3.60 -0.98
S 2.18 5.17 -1.13
N 2.23 2.88 0.23
C 1.03 2.65 0.84
C 1.35 1.90 1.94
N 2.69 1.70 2.03
C 3.21 2.30 0.98
O 1.47 -2.25 -0.43
H 3.35 -3.72 -0.69
H 3.94 -6.40 -1.82
H 5.71 -3.46 -2.35
H 1.62 -1.39 -3.56
H 0.36 -1.45 -2.33
H 0.11 -3.97 -2.94
H 1.11 -3.54 -4.37
H -0.63 -1.49 -4.42
H -0.88 -2.97 -5.31
H -2.21 -1.75 -0.13
H -3.17 -0.29 0.00
H -4.45 -1.50 1.50
H -3.95 -3.05 0.76
H -6.07 -0.23 -0.07
H -6.76 -1.25 -1.38
H -4.47 0.49 -1.51
H -5.12 -0.44 -2.84
H 4.24 -1.78 -1.36
H 3.62 -1.24 -2.89
H 4.06 0.42 -0.92
H 2.60 -0.20 -0.20
H 2.08 0.62 -2.98
H 1.33 1.20 -1.48
H 0.08 3.00 0.48
H 0.65 1.50 2.66
H 4.26 2.34 0.75
O -7.04 0.16 3.28
C -6.93 -0.64 4.17
O -5.89 -1.48 4.16
C -5.55 -2.35 5.25
C -6.33 -3.65 5.20
C -7.98 -0.77 5.26
H -5.67 -1.83 6.20
H -4.49 -2.55 5.12
H -7.40 -3.48 5.30
H -6.00 -4.31 6.00
H -6.16 -4.15 4.24
H -8.78 -1.41 4.89
H -8.38 0.22 5.46
H -7.60 -1.16 6.20
O 8.35 -4.44 -5.09
C 8.75 -5.17 -4.23
O 10.09 -5.34 -4.10
C 10.68 -6.03 -3.00
C 10.73 -7.53 -3.23
C 7.81 -5.94 -3.33
H 10.19 -5.77 -2.07
H 11.70 -5.64 -2.94
H 9.73 -7.95 -3.31
H 11.24 -8.02 -2.40
H 11.25 -7.75 -4.16
H 7.52 -6.86 -3.83
H 6.93 -5.33 -3.16
H 8.23 -6.18 -2.35
O -9.87 5.81 5.75
C -9.70 5.20 4.74
O -8.89 4.12 4.76
C -8.76 3.21 3.66
C -7.74 3.69 2.65
C -10.31 5.64 3.43
H -9.74 3.02 3.20
H -8.43 2.27 4.09
H -8.04 4.64 2.20
H -7.62 2.96 1.86
H -6.78 3.85 3.14
H -9.66 6.39 2.98
H -11.27 6.09 3.64
H -10.47 4.84 2.71
O 2.17 8.30 -0.05
C 3.26 8.54 0.40
O 3.87 9.69 0.05
C 5.08 10.15 0.67
C 6.31 9.55 0.02
C 3.99 7.54 1.27
H 5.05 9.97 1.74
H 5.07 11.23 0.53
H 6.33 8.46 0.12
H 7.21 9.96 0.46
H 6.31 9.77 -1.05
H 4.50 6.82 0.63
H 3.25 7.01 1.87
H 4.70 7.98 1.96
*
```

***

x:
A molecular structure, C33H58N3O15PS6, computed with the ωB97M-V functional and the def2-TZVPD basis.

Summary:
Molar mass: 960.2 g mol⁻¹
Orbital gap: 0.28370 Eh

```
! RIJCOSX wB97M-V def2-TZVPD def2/J DEFGRID3
* xyz 0 1
O -2.74 -0.11 -3.46
S -1.43 -0.84 -3.41
O -0.48 0.13 -4.10
O -1.67 -2.24 -4.37
C -1.48 -3.27 -3.33
P -1.53 -5.10 -3.87
O -2.15 -5.12 -5.47
O -2.75 -5.87 -2.92
S 0.16 -6.03 -3.75
C -0.47 -2.84 -2.16
C 1.09 -2.62 -2.47
C 1.51 -2.63 -4.01
C 3.00 -1.95 -4.07
S 2.80 -0.16 -4.52
C 2.92 0.88 -2.98
S 3.51 0.32 -1.51
N 2.46 2.26 -3.13
C 1.22 2.55 -2.37
C 0.59 3.90 -3.05
O 1.61 4.53 -3.85
C 2.84 4.72 -3.10
C 3.45 3.26 -2.67
C -0.49 -3.87 -0.93
C -0.30 -3.20 0.51
C 1.23 -3.01 0.97
S 1.64 -3.90 2.58
C 1.39 -2.64 3.93
S 2.34 -2.52 5.29
N 0.25 -1.70 3.69
C 0.37 -0.29 3.45
C -1.13 0.05 3.23
N -1.93 -1.16 3.38
C -1.07 -2.28 3.68
O -0.92 -1.44 -1.91
H -2.50 -3.19 -2.78
H -3.10 -4.85 -5.39
H -2.37 -6.20 -2.08
H 1.72 -3.43 -1.95
H 1.40 -1.61 -2.04
H 0.86 -1.99 -4.70
H 1.66 -3.70 -4.41
H 3.46 -2.04 -3.02
H 3.70 -2.50 -4.78
H 0.48 1.68 -2.34
H 1.44 2.85 -1.28
H 0.13 4.60 -2.27
H -0.20 3.53 -3.80
H 2.62 5.39 -2.21
H 3.59 5.19 -3.84
H 3.53 3.32 -1.51
H 4.51 3.11 -3.05
H -1.54 -4.35 -0.92
H 0.23 -4.74 -1.11
H -0.82 -3.90 1.27
H -0.88 -2.21 0.54
H 1.95 -3.44 0.20
H 1.40 -1.88 1.11
H 1.29 0.36 3.42
H -1.54 1.07 2.98
H -1.40 -3.35 3.86
O 0.47 7.95 -1.08
C -0.66 8.17 -1.46
O -1.43 7.15 -1.87
C -2.84 7.26 -2.15
C -3.07 7.72 -3.58
C -1.18 9.57 -1.57
H -3.34 7.89 -1.42
H -3.25 6.25 -2.03
H -2.65 8.71 -3.75
H -4.14 7.74 -3.80
H -2.58 7.04 -4.28
H -0.87 10.00 -2.52
H -0.76 10.16 -0.75
H -2.26 9.65 -1.47
O -1.89 -9.99 -2.77
C -3.08 -9.93 -3.02
O -3.89 -10.95 -2.66
C -5.32 -10.90 -2.73
C -5.81 -11.28 -4.12
C -3.65 -8.78 -3.80
H -5.70 -9.93 -2.40
H -5.68 -11.64 -2.01
H -5.46 -10.58 -4.87
H -6.90 -11.30 -4.14
H -5.43 -12.26 -4.40
H -3.52 -8.97 -4.86
H -3.11 -7.87 -3.52
H -4.70 -8.58 -3.58
O 2.01 12.47 3.80
C 2.50 11.74 2.97
O 1.72 10.88 2.29
C 2.16 10.11 1.16
C 2.81 8.82 1.60
C 3.98 11.70 2.75
H 2.80 10.70 0.50
H 1.26 9.88 0.58
H 3.71 9.01 2.20
H 3.10 8.21 0.74
H 2.13 8.24 2.23
H 4.44 11.04 3.49
H 4.38 12.71 2.88
H 4.27 11.39 1.75
O 2.83 -2.02 8.53
C 2.05 -2.72 9.14
O 2.48 -3.46 10.19
C 1.61 -4.16 11.09
C 1.25 -5.52 10.55
C 0.62 -2.84 8.70
H 0.73 -3.56 11.34
H 2.17 -4.28 12.02
H 0.70 -5.45 9.61
H 0.64 -6.07 11.26
H 2.15 -6.10 10.34
H 0.55 -3.60 7.92
H 0.30 -1.88 8.30
H -0.07 -3.09 9.51
*
```

***

Which one sits at the bottom of the stability order? x does.

***

w:
CH2F3P in the gas phase, computed with the ωB97M-V functional and the def2-TZVPD basis.

Summary:
SMILES: FCP(F)F
Molar mass: 102.0 g mol⁻¹
Orbital gap: 0.40084 Eh

```
! RIJCOSX wB97M-V def2-TZVPD def2/J DEFGRID3
* xyz 0 1
C 0.90 -0.22 -0.50
F 0.55 1.07 -0.83
F 0.04 -2.81 -0.82
F -1.44 -0.86 -1.31
P 0.01 -1.29 -1.82
H 0.41 -0.24 0.62
H 1.94 -0.28 -0.46
*
```

***

x:
CH2F3P in the gas phase, computed with the ωB97M-V functional and the def2-TZVPD basis.

Summary:
SMILES: C=P(F)(F)F
Molar mass: 102.0 g mol⁻¹
Orbital gap (alpha / beta): 0.29516 / 0.29669 Eh

```
! RIJCOSX wB97M-V def2-TZVPD def2/J DEFGRID3
* xyz 0 1
C -0.29 1.21 0.63
F -1.18 -1.41 -0.32
F 0.80 -1.75 -1.55
F 1.11 -1.17 0.66
P 0.18 -0.58 -0.48
H 0.55 1.89 0.91
H -1.17 1.81 0.15
*
```

***

Which one sits at the bottom of the stability order? x does.

***

w:
C7H6N2O2 in the gas phase, computed with the ωB97M-V functional and the def2-TZVPD basis.

Summary:
SMILES: [H]/N=C1\OCc2cc[nH]c(=O)c21
Molar mass: 150.1 g mol⁻¹
Orbital gap: 0.34099 Eh

```
! RIJCOSX wB97M-V def2-TZVPD def2/J DEFGRID3
* xyz 0 1
C 0.69 -0.51 -1.60
C 0.04 0.45 -2.31
C -0.39 0.38 0.36
C 0.45 -0.52 -0.20
C -0.26 -0.13 2.16
C -1.11 1.39 -0.34
C 1.06 -1.47 0.79
N -0.87 0.44 3.07
N -0.79 1.33 -1.72
O -1.88 2.23 0.05
O 0.60 -1.14 2.09
H 1.35 -1.22 -2.07
H 0.16 0.54 -3.38
H 0.78 -2.51 0.57
H 2.16 -1.40 0.79
H -0.74 0.09 4.01
H -1.25 2.04 -2.28
*
```

***

x:
A molecular structure, C7H6N2O2, computed with the ωB97M-V functional and the def2-TZVPD basis.

Summary:
Molar mass: 150.1 g mol⁻¹
Orbital gap: 0.28467 Eh

```
! RIJCOSX wB97M-V def2-TZVPD def2/J DEFGRID3
* xyz 0 1
C 0.16 -2.61 0.85
C -0.11 -1.33 0.25
C 0.18 -1.21 -1.18
C -0.19 0.07 -1.75
C -0.18 1.02 0.23
C 0.17 0.26 2.36
C -0.13 -0.20 0.90
H 0.87 -2.41 2.01
H -0.97 -3.10 0.98
H 0.62 -3.53 0.18
H 0.32 -2.12 -1.61
H 0.80 -0.63 -3.63
H 0.58 -0.09 3.33
N -0.05 2.06 0.98
N 0.32 1.55 2.31
O -0.10 0.09 -3.12
O -0.34 1.23 -1.16
*
```

***

Which one sits at the bottom of the stability order? x does.